[1]
Entry from the OMol25 dataset: an isolated molecule of C6H11N (the ωB97M-V functional and the def2-TZVPD basis).

Its charge is 0. For the lowest unoccupied orbital energy, the calculation gives 1.1 eV. The value obtained for the energy above the lowest of the compared OMol25 structures with the same formula, charge and spin is 1.597 eV. The HOMO energy is -9.2 eV. The value obtained for the gap between HOMO and LUMO is 10.25 eV.

XYZ file:
```
18
Properties=species:S:1:pos:R:3:mulliken_charge:R:1
H 0.063 2.774 -0.388 0.25
N 0.743 2.373 0.263 -0.74
C 0.644 1.116 0.242 0.36
C 1.166 -0.132 0.798 0.06
C 2.527 -0.664 0.407 -1.34
C 0.022 -0.128 -0.244 -0.31
C -1.384 -0.521 0.165 -0.37
C -2.435 -0.059 -0.843 -1.18
H 0.849 -0.367 1.815 0.38
H 2.523 -1.760 0.408 0.33
H 2.809 -0.327 -0.596 0.29
H 3.301 -0.320 1.099 0.36
H 0.320 -0.459 -1.243 0.39
H -1.604 -0.092 1.151 0.28
H -1.431 -1.612 0.279 0.30
H -3.438 -0.384 -0.547 0.36
H -2.445 1.034 -0.929 0.29
H -2.231 -0.472 -1.838 0.32
```

---

[2]
Entry from the OMol25 dataset: the ion C6H11N with charge +1 at a distorted geometry (the ωB97M-V functional and the def2-TZVPD basis).

Its charge is +1. For the lowest unoccupied orbital energy (spin up / spin down), the calculation gives -4.2 / -6.3 eV. The value obtained for the energy above the lowest of the compared OMol25 structures with the same formula, charge and spin is 0.878 eV. The HOMO energy (spin up / spin down) is -12.8 / -14.5 eV. Its multiplicity is 2. The value obtained for the gap between HOMO and LUMO (spin up / spin down) is 8.62 / 8.15 eV.

XYZ file:
```
18
Properties=species:S:1:pos:R:3:mulliken_spin:R:1
C 1.421 -2.516 1.198 0.01
N 0.813 -2.216 -0.075 0.23
C -0.070 -1.254 -0.279 0.09
C -0.120 -0.210 0.663 0.30
C -0.588 1.091 0.369 -0.02
C -1.212 1.620 -0.721 0.30
C -1.021 2.990 -1.224 0.00
H 2.149 -3.319 1.175 0.00
H 0.634 -2.903 1.844 0.01
H 1.998 -1.740 1.693 0.00
H 0.697 -3.007 -0.700 -0.01
H -0.335 -0.978 -1.291 0.01
H 0.014 -0.351 1.727 0.00
H -0.063 1.789 1.024 0.00
H -1.687 0.904 -1.388 0.02
H -1.706 3.349 -1.983 0.00
H -0.960 3.811 -0.506 0.01
H 0.036 2.938 -1.527 0.04
```

---

[3]
Entry from the OMol25 dataset: the ion C6H11N with charge +1 at a distorted geometry (the ωB97M-V functional and the def2-TZVPD basis).

Its charge is +1. For the lowest unoccupied orbital energy (spin up / spin down), the calculation gives -3.9 / -6.3 eV. The value obtained for the energy above the lowest of the compared OMol25 structures with the same formula, charge and spin is 0.121 eV. The HOMO energy (spin up / spin down) is -13.1 / -15.0 eV. Its multiplicity is 2. The value obtained for the gap between HOMO and LUMO (spin up / spin down) is 9.16 / 8.72 eV.

XYZ file:
```
18
Properties=species:S:1:pos:R:3:mulliken_spin:R:1
C -0.428 -1.046 1.411 0.00
N 1.525 -1.383 -0.608 0.13
C 0.681 -0.393 -0.720 0.15
C -0.305 -0.063 0.252 0.30
C -0.611 1.284 0.480 -0.07
C -1.257 1.838 1.549 0.41
C 0.625 0.255 -2.082 0.00
H -0.867 -1.958 1.006 0.01
H -1.107 -0.646 2.152 0.00
H 0.540 -1.274 1.857 0.02
H 1.484 -2.080 0.124 0.00
H 2.014 -1.694 -1.437 0.00
H -0.642 1.907 -0.410 0.00
H -1.572 2.867 1.472 0.01
H -1.818 1.250 2.263 0.03
H 1.573 0.735 -2.314 0.01
H -0.223 0.920 -2.181 0.00
H 0.387 -0.518 -2.815 0.00
```

---

[4]
Entry from the OMol25 dataset: the ion C6H11N with charge +1 at a distorted geometry (the ωB97M-V functional and the def2-TZVPD basis).

Its charge is +1. For the lowest unoccupied orbital energy (spin up / spin down), the calculation gives -4.0 / -6.1 eV. The value obtained for the energy above the lowest of the compared OMol25 structures with the same formula, charge and spin is 0.167 eV. The HOMO energy (spin up / spin down) is -12.7 / -14.7 eV. Its multiplicity is 2. The value obtained for the gap between HOMO and LUMO (spin up / spin down) is 8.67 / 8.57 eV.

XYZ file:
```
18
Properties=species:S:1:pos:R:3:mulliken_spin:R:1
C -3.395 1.231 0.399 0.00
N -2.206 0.789 -0.308 0.23
C -1.022 0.676 0.308 0.08
C -0.078 -0.162 -0.299 0.31
C 1.304 -0.101 -0.018 -0.03
C 2.119 -1.175 -0.271 0.31
C 3.561 -1.337 0.019 0.00
H -3.111 1.800 1.279 0.00
H -4.120 0.445 0.571 0.01
H -3.907 2.009 -0.185 0.01
H -2.255 0.259 -1.167 -0.01
H -0.873 1.323 1.159 0.02
H -0.453 -1.090 -0.718 0.00
H 1.806 0.694 0.527 0.00
H 1.657 -2.038 -0.753 0.01
H 4.134 -0.488 -0.382 0.02
H 3.783 -1.373 1.088 0.03
H 4.012 -2.194 -0.474 0.00
```

---

[5]
Entry from the OMol25 dataset: a cluster of 2 separate species, C6H11N2 in total at a distorted geometry (the ωB97M-V functional and the def2-TZVPD basis).

Its charge is 0. For the lowest unoccupied orbital energy (spin up / spin down), the calculation gives 0.9 / 0.2 eV. The value obtained for the energy above the lowest of the compared OMol25 structures with the same formula, charge and spin is 0.089 eV. The HOMO energy (spin up / spin down) is -6.9 / -8.6 eV. Its multiplicity is 2. The value obtained for the gap between HOMO and LUMO (spin up / spin down) is 7.78 / 8.75 eV.

XYZ file:
```
19
Properties=species:S:1:pos:R:3:mulliken_spin:R:1
C 0.930 -0.399 -2.392 0.03
C 1.016 -0.015 -0.920 0.59
C 0.048 -0.433 0.013 -0.07
C -1.238 -0.931 -0.239 0.28
N -1.792 -1.311 0.960 0.05
C -0.943 -0.987 2.006 -0.06
C 0.216 -0.493 1.441 0.11
N 0.521 2.635 1.031 0.01
H 1.933 -0.394 -2.816 0.01
H 0.330 0.309 -2.965 0.03
H 2.018 0.007 -0.487 0.02
H -0.179 3.319 0.760 0.00
H -1.872 -0.701 -1.082 0.01
H -2.688 -1.768 0.926 -0.01
H -1.174 -1.362 2.989 0.00
H 1.151 -0.367 1.964 0.00
H 0.542 -1.412 -2.538 0.01
H 0.022 1.748 1.102 0.00
H 1.160 2.555 0.248 0.00
```

---

[6]
Entry from the OMol25 dataset: the ion C6H11N2 with charge +1 at a distorted geometry (the ωB97M-V functional and the def2-TZVPD basis).

Its charge is +1. For the lowest unoccupied orbital energy, the calculation gives -3.4 eV. The value obtained for the energy above the lowest of the compared OMol25 structures with the same formula, charge and spin is 2.463 eV. The HOMO energy is -11.8 eV. The value obtained for the gap between HOMO and LUMO is 8.41 eV.

XYZ file:
```
19
Properties=species:S:1:pos:R:3:mulliken_charge:R:1
N 2.052 -1.140 0.697 -0.15
C 1.963 -0.089 -0.491 -0.56
C 0.640 -0.176 -1.135 -0.56
C -0.539 0.250 -0.295 0.93
C -1.574 0.962 -0.888 -0.80
C -2.685 0.902 -0.094 -0.62
N -2.267 0.391 1.119 -0.04
C -1.043 -0.100 1.016 -0.88
H 1.906 -1.974 0.349 0.33
H 2.848 -1.037 1.301 0.38
H 1.199 -0.935 1.244 0.10
H 2.056 0.979 0.002 0.33
H 2.891 -0.334 -1.048 0.39
H 0.702 0.476 -2.006 0.33
H 0.543 -1.168 -1.707 0.28
H -1.750 1.690 -1.650 0.33
H -3.675 1.243 -0.229 0.45
H -2.801 0.489 2.037 0.30
H -0.465 -0.429 1.777 0.47
```

---

[7]
Entry from the OMol25 dataset: the ion C6H11N2 with charge +1 at a distorted geometry (the ωB97M-V functional and the def2-TZVPD basis).

Its charge is +1. For the lowest unoccupied orbital energy (spin up / spin down), the calculation gives -6.6 / -5.5 eV. The value obtained for the energy above the lowest of the compared OMol25 structures with the same formula, charge and spin is 7.060 eV. The HOMO energy (spin up / spin down) is -12.8 / -13.6 eV. The value obtained for the gap between HOMO and LUMO (spin up / spin down) is 6.23 / 8.17 eV.

XYZ file:
```
19
Properties=species:S:1:pos:R:3:mulliken_charge:R:1
C 0.813 -1.372 0.896 -0.30
C -0.103 0.929 1.152 -0.18
C 0.871 -0.229 1.452 0.55
C 2.007 0.126 2.345 -1.13
C 0.451 -0.167 -1.726 -1.00
C -2.018 0.250 -1.753 -0.84
N -0.706 1.059 0.101 -0.44
N -0.726 0.166 -0.943 0.32
H 0.981 -2.174 0.307 0.43
H -0.142 1.710 1.905 0.43
H 2.490 0.843 1.672 0.34
H 2.626 -0.814 2.596 0.36
H 1.512 0.350 3.256 0.38
H 1.379 -0.136 -1.135 0.39
H 0.356 -1.153 -2.091 0.38
H 0.599 0.587 -2.546 0.33
H -1.784 0.916 -2.646 0.29
H -2.198 -0.637 -2.262 0.35
H -2.847 0.602 -1.199 0.35
```

---

[8]
Entry from the OMol25 dataset: the ion C6H11N2 with charge +1 at a distorted geometry (the ωB97M-V functional and the def2-TZVPD basis).

Its charge is +1. For the lowest unoccupied orbital energy (spin up / spin down), the calculation gives -3.4 / -8.1 eV. The value obtained for the energy above the lowest of the compared OMol25 structures with the same formula, charge and spin is 2.339 eV. The HOMO energy (spin up / spin down) is -11.0 / -13.8 eV. Its multiplicity is 3. The value obtained for the gap between HOMO and LUMO (spin up / spin down) is 7.61 / 5.66 eV.

XYZ file:
```
19
Properties=species:S:1:pos:R:3:mulliken_spin:R:1
C -0.483 -1.650 -0.814 0.09
C -1.261 -0.742 -0.225 0.01
C -0.710 0.564 0.207 -0.01
C 3.082 1.721 -0.806 0.65
C 1.669 0.627 0.876 0.06
C -2.760 -1.032 0.079 0.00
N 2.151 1.246 -0.117 0.62
N 0.405 0.388 1.175 0.43
H -0.895 -2.620 -0.951 0.00
H -0.278 1.264 -0.630 0.01
H -1.583 1.125 0.565 0.02
H 3.312 2.797 -0.838 0.07
H 3.613 1.037 -1.296 0.08
H 2.357 0.362 1.639 0.00
H -3.039 -2.171 -0.217 0.00
H -3.257 -0.235 -0.465 0.00
H -2.956 -1.058 1.203 0.00
H 0.197 -0.227 1.942 -0.03
H 0.436 -1.397 -1.328 0.00
```

---

Look up the charge of the eighth one.
+1

---

What is the charge in the second record?
+1

---

Copy entry 7 word for word.
Entry from the OMol25 dataset: the ion C6H11N2 with charge +1 at a distorted geometry (the ωB97M-V functional and the def2-TZVPD basis).

Its charge is +1. For the lowest unoccupied orbital energy (spin up / spin down), the calculation gives -6.6 / -5.5 eV. The value obtained for the energy above the lowest of the compared OMol25 structures with the same formula, charge and spin is 7.060 eV. The HOMO energy (spin up / spin down) is -12.8 / -13.6 eV. The value obtained for the gap between HOMO and LUMO (spin up / spin down) is 6.23 / 8.17 eV.

XYZ file:
```
19
Properties=species:S:1:pos:R:3:mulliken_charge:R:1
C 0.813 -1.372 0.896 -0.30
C -0.103 0.929 1.152 -0.18
C 0.871 -0.229 1.452 0.55
C 2.007 0.126 2.345 -1.13
C 0.451 -0.167 -1.726 -1.00
C -2.018 0.250 -1.753 -0.84
N -0.706 1.059 0.101 -0.44
N -0.726 0.166 -0.943 0.32
H 0.981 -2.174 0.307 0.43
H -0.142 1.710 1.905 0.43
H 2.490 0.843 1.672 0.34
H 2.626 -0.814 2.596 0.36
H 1.512 0.350 3.256 0.38
H 1.379 -0.136 -1.135 0.39
H 0.356 -1.153 -2.091 0.38
H 0.599 0.587 -2.546 0.33
H -1.784 0.916 -2.646 0.29
H -2.198 -0.637 -2.262 0.35
H -2.847 0.602 -1.199 0.35
```